[1]
8
Properties=species:S:1:pos:R:3:forces:R:3:mulliken_charge:R:1 method="wB97M-V/def2-TZVPD" charge=0 smiles=POC(Cl)Cl gap_ev=10.9 lumo_energy_ev=0.744 total_energy_ha=-1376.8279 mol_weight_g_mol=132.9
P -0.883860 -0.507749 1.338467 -1.1899 0.0685 -1.8483 0.04
O 0.186052 -0.421819 0.003828 -0.3514 -0.3417 0.5954 -0.25
C 0.420626 0.548159 -0.903378 1.0950 -1.6600 -3.4476 0.10
Cl -0.820628 1.704516 -1.325900 -1.1809 0.2385 0.3254 -0.14
Cl 1.846944 1.577309 -0.441403 -0.0693 -0.6863 -0.1063 -0.17
H -0.034316 -0.965362 2.283042 1.3502 -0.3214 0.9251 0.06
H -1.300495 -1.887740 1.087842 0.1783 0.9150 -0.0347 0.06
H 0.585676 -0.047313 -2.042498 0.1678 1.7875 3.5909 0.29

[2]
90
Properties=species:S:1:pos:R:3:forces:R:3:mulliken_charge:R:1 method="wB97M-V/def2-TZVPD" charge=0 smiles="CCN(CCO[Si](C)(C)C)C(=O)OCCCCO.CCO.CCO.CCO.CCO.CCO" gap_ev=9.9 lumo_energy_ev=0.670 total_energy_ha=-1893.8339 mol_weight_g_mol=507.8
C 1.090683 -4.234159 0.203976 0.1966 0.1416 -0.2430 -1.17
C 1.851772 -3.145227 -0.546620 -0.2076 -0.3358 0.7657 -0.59
N 1.074297 -1.907617 -0.800088 0.3782 -0.3696 -0.5323 0.17
C 2.025919 -0.845058 -1.105006 0.4064 0.2034 -0.2460 -0.76
C 1.402418 0.330893 -1.812578 -0.6437 -0.1648 -0.5031 -0.26
O 0.281559 0.877363 -1.120253 0.6304 0.3362 0.4881 -0.64
Si 0.641694 2.090791 -0.000344 -0.3342 0.7236 1.0632 1.16
C -0.566092 1.961221 1.453146 0.0398 -0.6556 -1.1506 -0.85
C 2.370993 2.006710 0.731144 -0.5291 -0.5424 -0.3189 -1.04
C 0.420593 3.814356 -0.754577 0.1975 -0.7087 0.1181 -1.36
C 0.298955 -1.609074 0.332350 -1.1127 -1.1565 -1.7907 -0.14
O 0.691558 -1.005938 1.245805 1.6520 2.0123 3.3757 -0.32
O -0.952068 -2.097185 0.380817 -0.3682 0.0304 -0.9143 -0.34
C -1.731733 -1.906050 -0.810510 -0.7880 -0.2153 -0.2701 -0.81
C -2.549993 -0.624542 -0.797675 -0.4992 -0.1399 -0.1607 0.54
C -3.929343 -0.804925 -0.143835 0.1257 0.0192 -0.1414 -1.16
C -5.035265 -1.013166 -1.152432 -0.2859 -0.1318 -0.0412 -0.52
O -5.169734 0.045476 -2.090456 0.0577 0.3847 -0.4465 -0.44
H 0.055362 -4.276993 -0.106492 -0.1673 -0.2931 -0.2808 0.28
H 1.599849 -5.182441 0.041408 -0.2320 0.0008 0.0712 0.43
H 1.078343 -4.045400 1.272525 0.0388 0.0897 0.2240 0.24
H 2.713944 -2.881289 0.074683 0.1695 0.0902 -0.0150 0.37
H 2.247293 -3.550293 -1.468627 -0.1399 0.1811 -0.4591 0.47
H 2.754993 -1.271466 -1.789744 0.0718 -0.0884 -0.2263 0.58
H 2.609797 -0.527603 -0.243114 -0.1391 -0.0174 0.3888 0.27
H 1.035487 -0.025443 -2.774573 -0.1556 0.0106 -0.1411 0.52
H 2.147799 1.096023 -2.031112 0.2311 0.0651 0.1111 -0.10
H -1.527613 2.400871 1.190803 -0.0916 0.1650 0.1680 0.35
H -0.724416 0.897759 1.623562 -0.0814 -0.0928 0.2499 0.07
H -0.140495 2.401149 2.342242 0.0606 0.2481 0.2049 0.34
H 2.486981 2.851351 1.401871 0.0690 0.3288 -0.0876 0.42
H 2.449536 1.125616 1.362679 0.1004 -0.2452 0.0077 0.21
H 3.138418 1.981124 -0.036933 0.2783 0.1582 0.0383 0.32
H 0.409044 3.741772 -1.837150 -0.0425 0.2588 -0.2176 0.35
H -0.491934 4.270164 -0.386716 -0.2844 0.0552 -0.1293 0.34
H 1.247047 4.442378 -0.435908 0.1949 0.1223 -0.0935 0.34
H -2.443273 -2.728721 -0.843358 0.0502 -0.2884 0.0889 0.54
H -1.156211 -1.971411 -1.725910 0.5653 0.0050 0.1993 0.43
H -2.016016 0.214198 -0.377108 0.3445 0.0375 0.1712 -0.46
H -2.723675 -0.376238 -1.844359 0.1299 0.1519 -0.1725 0.51
H -3.906165 -1.688058 0.488092 -0.0565 -0.0266 0.3708 0.40
H -4.199307 0.049225 0.471087 0.0461 0.1446 0.2251 0.42
H -4.891419 -1.935808 -1.714545 0.2256 -0.0702 -0.1834 0.26
H -5.996360 -1.130052 -0.654084 -0.0895 0.0262 0.2435 0.33
H -4.622888 0.802275 -1.847195 -0.0729 -0.2380 0.1548 0.28
C 1.990711 -7.023517 3.382696 -0.0345 0.0639 -0.0193 -0.92
C 1.642681 -7.719130 2.079568 0.3444 0.0560 0.1163 -0.27
O 2.311608 -7.109944 0.976619 0.0169 -0.1345 -0.0164 -0.47
H 1.719705 -5.967989 3.334673 -0.0593 -0.0223 -0.0005 0.19
H 1.468722 -7.482379 4.223744 0.0317 0.0016 0.0112 0.34
H 3.065783 -7.073181 3.571966 -0.0145 -0.0816 0.0423 0.32
H 0.573746 -7.650050 1.883454 0.0242 0.0217 -0.1246 0.29
H 1.917705 -8.777834 2.123518 -0.1363 -0.0380 0.0607 0.28
H 3.259831 -7.176250 1.137861 -0.0909 0.0067 -0.0355 0.27
C -0.255156 -2.252118 4.841320 -0.0202 -0.0478 0.0049 -0.71
C 0.375409 -0.931266 5.245629 -0.0250 -0.0328 -0.3685 -0.23
O 1.493437 -0.624715 4.422605 0.0191 0.0323 0.1387 -0.57
H 0.476913 -3.058487 4.910989 0.0050 0.0190 0.0675 0.17
H -1.106810 -2.493788 5.480667 -0.0070 -0.0098 -0.0236 0.38
H -0.597099 -2.212550 3.804198 -0.0558 0.0505 0.0250 0.08
H 0.734558 -0.976543 6.273673 0.0744 0.0516 -0.0211 0.34
H -0.356702 -0.118780 5.172909 -0.0807 -0.0474 0.1307 0.22
H 1.171275 -0.574420 3.514685 0.0747 -0.0234 -0.1343 0.27
C -5.882849 2.845694 -5.210310 0.0329 0.0352 -0.0471 -0.91
C -6.481449 1.560752 -5.753646 0.1409 -0.0629 0.3544 -0.22
O -5.600596 0.460806 -5.561753 0.0160 0.0289 -0.0903 -0.51
H -4.930656 3.057222 -5.698573 -0.0348 0.0036 -0.0534 0.26
H -6.554951 3.691124 -5.369068 0.0115 0.0045 0.0364 0.32
H -5.685298 2.754686 -4.139489 -0.0951 0.0157 0.0164 0.25
H -6.659980 1.646400 -6.824949 0.0265 -0.0936 -0.0118 0.30
H -7.436037 1.344979 -5.261408 -0.0788 0.1109 -0.0897 0.24
H -5.448407 0.372703 -4.612600 -0.0092 -0.1076 0.0270 0.28
C 5.657911 2.572353 -4.172700 0.0040 -0.0670 0.0275 -1.13
C 4.212375 2.861613 -3.813139 0.2677 0.2827 0.0974 -0.10
O 4.083433 3.214265 -2.437257 -0.1104 -0.1374 -0.0082 -0.43
H 6.048447 1.762674 -3.555143 -0.0420 -0.0338 -0.0288 0.29
H 5.752299 2.290772 -5.222623 0.0238 0.0259 0.0023 0.34
H 6.283741 3.449208 -3.990422 -0.0227 0.0295 -0.0858 0.33
H 3.594300 1.979491 -3.977147 -0.0636 0.0263 0.0918 0.22
H 3.818435 3.676675 -4.428824 -0.0400 -0.1016 -0.1196 0.27
H 4.617602 4.001959 -2.284870 -0.0718 -0.0796 0.0371 0.26
C 1.002594 6.326330 3.805569 0.0425 0.0151 -0.0491 -1.22
C 0.397980 5.045495 3.261368 0.1502 -0.0161 0.3397 -0.01
O 1.316494 3.959022 3.358938 0.0115 0.0866 -0.0501 -0.42
H 1.915140 6.576086 3.263019 -0.0388 0.0065 -0.0503 0.30
H 0.302445 7.158656 3.718051 0.0086 0.0024 0.0318 0.36
H 1.273319 6.208921 4.857612 -0.0868 0.0243 0.0220 0.33
H 0.147511 5.158507 2.206891 0.0339 -0.1195 -0.0224 0.17
H -0.516703 4.789503 3.806598 -0.0903 0.0926 -0.0929 0.27
H 1.536292 3.840515 4.290208 0.0093 -0.0473 -0.1010 0.24

[3]
93
Properties=species:S:1:pos:R:3:forces:R:3:mulliken_charge:R:1 method="wB97M-V/def2-TZVPD" charge=-1 spin_multiplicity=4 gap_ev="6.0 / 6.3" lumo_energy_ev="2.448 / 2.446" total_energy_ha=-4802.4989 mol_weight_g_mol=746.8
V 0.386513 -0.537537 -1.040693 0.4139 -0.4736 1.0125 0.43
C -1.955926 3.695857 2.570361 0.0212 0.0173 -0.1689 -1.32
C -0.473644 4.067533 2.516716 -0.0167 0.0737 -0.0469 2.10
C -0.251833 5.512393 2.959316 -0.0430 0.0638 0.0776 -1.73
C 0.132521 3.839552 1.155471 -0.0487 0.0381 0.0081 0.12
C 1.308885 4.415402 0.615332 -0.0335 0.0581 0.2480 -1.44
C 1.429494 3.838480 -0.621116 0.0654 -0.2192 -0.1098 -0.69
N 0.406871 2.973334 -0.790094 -0.3685 -0.1361 -0.1094 2.22
N -0.415355 2.991785 0.298327 0.3879 0.0283 -0.3373 -0.78
B -0.093072 2.458307 -2.184528 0.0755 0.0238 0.0705 -0.72
N 0.938914 1.523938 -2.914084 -0.3877 -0.1791 -0.0591 0.40
C 1.657098 1.870509 -3.996423 0.0414 -0.0129 0.1134 -0.70
C 1.973340 0.736951 -4.705917 0.0366 -0.0169 -0.1170 -1.06
C 1.373140 -0.320145 -3.999314 -0.0646 0.2589 0.1543 -0.14
N 0.764025 0.156566 -2.913924 0.3624 0.9069 -1.3401 0.57
C 1.293041 -1.765433 -4.377767 -0.0117 0.0048 -0.1491 2.27
C 2.341145 -2.111561 -5.430623 0.0793 0.0050 0.0223 -1.98
C -0.120613 -2.090652 -4.876323 0.1081 -0.0045 -0.1257 -1.20
N -1.410871 1.683084 -2.033760 0.3279 -0.0331 0.2421 -0.28
C -2.614864 2.074278 -2.462211 -0.0926 -0.0247 -0.0307 -0.76
C -3.538246 1.118009 -2.104386 -0.0414 -0.0602 0.0676 -1.15
C -2.791488 0.140456 -1.421005 -0.0240 0.0872 0.0310 -0.82
N -1.504204 0.484069 -1.382620 -0.3429 0.5694 -0.1498 1.22
C -3.310825 -1.111431 -0.786413 -0.1305 0.0161 -0.0294 3.50
C -3.873754 -2.067704 -1.839415 -0.0416 -0.0339 -0.0383 -1.62
C -4.361420 -0.772084 0.275607 -0.0931 -0.0037 -0.0367 -1.61
H -2.340540 3.810073 3.588966 0.0350 -0.0088 -0.0852 0.39
H -2.117948 2.667754 2.240418 0.0106 0.0761 0.0259 0.00
H -2.533434 4.343512 1.900868 0.0520 -0.0652 0.0863 0.39
H 0.054506 3.423401 3.228806 0.0484 -0.0545 0.0452 -0.27
H -0.703205 6.206496 2.243282 0.0253 -0.0530 0.0538 0.36
H 0.811152 5.752012 3.038359 -0.0624 -0.0066 -0.0160 0.33
H -0.708046 5.683877 3.937601 0.0240 0.0187 -0.0201 0.45
H 1.974602 5.134867 1.068930 -0.0728 -0.0744 -0.0462 0.33
H 2.181331 3.971676 -1.387996 -0.1191 -0.0121 0.0522 0.51
H -0.264273 3.423722 -2.896969 -0.0842 -0.1410 0.0147 -0.20
H 1.874175 2.908715 -4.196783 -0.0529 -0.0497 0.0035 0.49
H 2.553756 0.679008 -5.612196 -0.0552 -0.0138 0.0530 0.46
H 1.488016 -2.351011 -3.481864 -0.0152 -0.0626 0.1104 -0.82
H 2.167460 -1.555973 -6.359051 0.0083 -0.0508 0.0541 0.35
H 2.294321 -3.175579 -5.664328 0.0071 -0.0184 -0.0217 0.45
H 3.351779 -1.885190 -5.075847 -0.1169 -0.0182 -0.0174 0.40
H -0.358481 -1.490933 -5.762625 0.0080 -0.0564 0.0460 0.42
H -0.857227 -1.881582 -4.104446 -0.0382 0.0177 0.0664 -0.07
H -0.195853 -3.149675 -5.140600 0.0062 0.0691 0.0238 0.38
H -2.730931 3.009002 -2.991076 0.0519 -0.0996 0.0580 0.48
H -4.599816 1.117355 -2.304333 0.1330 0.0046 0.0411 0.53
H -2.473971 -1.607493 -0.302758 0.0922 -0.0153 0.0410 -1.96
H -4.714845 -1.607383 -2.370424 0.0620 -0.0422 0.0371 0.37
H -4.228031 -2.988469 -1.365632 0.0310 0.0686 -0.0433 0.43
H -3.106831 -2.338292 -2.570409 -0.0689 0.0323 0.0831 0.20
H -5.223573 -0.270381 -0.179467 0.0857 -0.0524 0.0566 0.36
H -3.952514 -0.105737 1.042091 -0.0406 -0.0591 -0.0769 0.25
H -4.718998 -1.684816 0.763306 0.0145 0.0914 -0.0535 0.40
S 3.373128 -7.191288 -0.154501 0.0063 -0.0224 0.0072 -0.32
C 2.727368 -5.696135 -0.461596 -0.0375 0.0939 0.0179 0.11
S 3.653573 -4.265362 -0.661805 0.1399 0.1424 -0.0523 -0.14
C 2.350872 -3.123623 -0.945611 0.1674 0.0787 0.0137 0.18
C 1.116606 -3.664685 -0.936149 -0.1707 0.0115 0.0116 -0.15
S -0.374593 -2.797249 -1.234453 -0.2652 -0.6454 -0.1347 -0.54
S 1.044483 -5.380993 -0.601604 -0.1752 -0.0432 -0.0508 -0.11
S 2.721482 -1.439551 -1.218716 0.3692 -0.1754 0.0461 -0.52
C -1.492649 -0.142652 3.545457 -0.0122 0.0170 0.0181 -1.74
C -1.180212 -0.812724 2.208946 0.0078 -0.1358 0.0071 2.08
C -1.822042 -2.207053 2.155953 -0.0324 0.0154 0.0673 -1.73
P 0.579677 -0.839638 1.561306 -0.1406 0.4927 0.5219 0.93
C 1.303172 0.739870 2.253646 0.1250 -0.0708 0.0646 2.19
C 2.508701 1.213190 1.428159 -0.0208 -0.0333 0.1298 -1.38
C 1.659980 0.840849 3.743759 -0.0168 0.0473 -0.0648 -2.07
C 1.430739 -2.254619 2.420161 -0.0221 -0.0468 -0.0176 1.21
C 2.953243 -2.218968 2.226863 0.0150 0.0209 0.0766 -1.58
C 1.123775 -2.479475 3.906990 0.0972 0.0063 -0.0196 -1.55
H -2.576919 -0.162465 3.706275 0.0492 0.0062 -0.0069 0.51
H -1.180205 0.901957 3.568004 0.0166 -0.0210 0.0121 0.25
H -1.027892 -0.661485 4.384832 -0.0114 -0.0117 0.0104 0.23
H -1.655546 -0.201327 1.434392 -0.0402 0.0239 -0.0456 -1.14
H -1.517476 -2.819029 3.007791 -0.0307 0.0525 -0.0536 0.43
H -1.558960 -2.750682 1.248555 0.0093 0.0047 -0.0382 0.19
H -2.913784 -2.112463 2.201911 0.1488 -0.0147 -0.0010 0.43
H 0.491879 1.442928 2.056112 -0.0907 0.0355 -0.0446 -1.30
H 3.373739 0.565186 1.580069 -0.0153 -0.0205 -0.0074 0.26
H 2.779972 2.230162 1.729844 -0.0114 -0.0861 -0.0167 0.44
H 2.305601 1.230441 0.358800 -0.0550 0.0039 -0.0592 0.03
H 0.876448 0.483583 4.408907 0.0182 0.0215 -0.0412 0.32
H 2.574990 0.291204 3.970640 0.0003 -0.0252 -0.0198 0.42
H 1.849964 1.893552 3.990499 0.0074 -0.0884 -0.0301 0.48
H 1.057774 -3.120810 1.868093 -0.0569 -0.0850 -0.0723 0.42
H 3.246014 -1.924894 1.219248 -0.0423 0.0200 0.0768 0.19
H 3.365024 -3.213766 2.423569 -0.0268 0.0637 0.0093 0.51
H 3.415403 -1.527391 2.937602 -0.0269 0.0093 -0.0300 0.24
H 1.453706 -1.640881 4.522849 -0.0151 -0.0798 -0.0572 0.17
H 1.679371 -3.363788 4.234984 -0.0250 0.0194 0.0218 0.52
H 0.072183 -2.662850 4.113850 0.0159 0.0405 -0.0196 0.25

[4]
8
Properties=species:S:1:pos:R:3:forces:R:3:mulliken_charge:R:1 method="wB97M-V/def2-TZVPD" charge=-1 gap_ev="7.1 / 7.0" lumo_energy_ev="2.521 / 2.460" total_energy_ha=-830.1740 mol_weight_g_mol=134.1
C -1.546858 0.619353 0.070862 -0.2204 0.2519 0.1454 0.80
C 0.624706 -0.952925 -0.010749 0.7427 -0.8816 -0.2725 0.73
N 1.057084 0.406190 0.120795 0.0686 1.5460 0.5662 -0.16
O 1.504956 -1.801172 0.016171 0.2424 -0.5175 0.0570 -0.66
O -1.650905 0.968952 -1.038905 -0.0629 0.2522 -1.3190 -0.49
O -1.732391 0.721937 1.219193 -0.2175 -0.0739 1.2267 -0.50
O -0.612964 -1.079453 -0.080607 -0.5241 -0.2680 -0.1516 -0.61
S 2.356371 1.117119 -0.296761 -0.0289 -0.3089 -0.2522 -0.12